{
  "formula": "C29H29AsAuNO6PS3",
  "method": "wB97M-V/def2-TZVPD",
  "total_charge": 0,
  "relative_energy_kj_mol": 98.3,
  "orbital_gap_ev": [8.20, 5.46],
  "e_tot_ev": -150644.422,
  "multiplicity": 2,
  "elements": ["Au", "As", "S", "S", "S", "P", "O", "O", "O", "O", "O", "O", "N", "C", "C", "C", "C", "C", "C", "C", "C", "C", "C", "C", "C", "C", "C", "C", "C", "C", "C", "C", "C", "C", "C", "C", "C", "C", "C", "C", "C", "C", "H", "H", "H", "H", "H", "H", "H", "H", "H", "H", "H", "H", "H", "H", "H", "H", "H", "H", "H", "H", "H", "H", "H", "H", "H", "H", "H", "H", "H"],
  "coordinates": [[-0.18, 0.38, -0.25], [2.41, 0.27, -1.53], [3.69, 2.14, 3.37], [-2.22, 1.89, -0.86], [-1.84, -1.17, 0.36], [-2.92, 0.52, 0.46], [-2.92, 0.95, 1.96], [3.49, 3.02, 4.49], [4.87, 1.31, 3.43], [-4.46, 0.24, 0.19], [1.29, 1.45, -1.25], [0.43, 1.38, 1.76], [2.38, 1.24, 3.00], [1.62, 1.77, 2.02], [-0.01, -1.49, -4.44], [2.75, -2.87, 1.16], [2.73, 4.55, -0.29], [4.75, 3.08, -3.44], [0.77, -2.54, -4.90], [2.33, -2.04, 0.14], [4.05, 4.68, 0.17], [4.48, 3.94, 1.26], [6.03, 2.55, -3.41], [-3.04, 2.29, 2.46], [1.85, 3.66, 0.28], [3.79, -2.47, 1.99], [2.30, 2.82, 1.32], [-4.28, 2.98, 1.92], [0.49, -0.64, -3.46], [4.40, -1.24, 1.82], [3.61, 3.06, 1.83], [3.95, 1.16, -2.25], [3.70, 2.38, -2.87], [2.54, -1.93, -3.40], [-5.66, 1.25, -1.65], [6.26, 1.31, -2.82], [-4.95, 0.01, -1.14], [3.98, -0.40, 0.80], [2.05, -2.74, -4.40], [5.22, 0.61, -2.24], [1.75, -0.88, -2.92], [2.95, -0.81, -0.03], [5.40, -0.36, -1.77], [-5.62, -0.84, -1.07], [6.85, 3.10, -3.84], [7.26, 0.91, -2.81], [4.72, 5.39, -0.30], [-4.11, -0.24, -1.79], [-3.09, 2.16, 3.55], [0.40, -3.20, -5.67], [-4.18, 3.11, 0.84], [2.28, -3.84, 1.30], [2.66, -3.54, -4.80], [-1.00, -1.33, -4.85], [-2.13, 2.84, 2.21], [4.57, 4.04, -3.91], [-0.08, 0.21, -3.11], [-4.95, 2.07, -1.76], [4.44, 0.58, 0.66], [-6.11, 1.03, -2.62], [2.40, 5.19, -1.10], [5.19, -0.91, 2.48], [0.83, 3.59, -0.07], [2.68, 2.75, -2.89], [3.53, -2.08, -2.98], [4.12, -3.14, 2.78], [5.48, 4.07, 1.66], [-6.45, 1.55, -0.96], [-4.40, 3.95, 2.39], [1.53, -2.33, -0.54], [-5.16, 2.37, 2.12]]
}